No. 1
The following is a DFT calculation (ωB97M-V/def2-TZVPD) of a molecular structure, C18H15F24N9O16S8Zn.

Properties
Kohn-Sham gap: 0.2894 Ha
total charge: -2
electronic energy: -9753.2011 Ha
relative energy (zero: lowest compared OMol25 entry of this formula, charge and spin): 0.0 kJ/mol
max |F|: 3.9 eV/A

```
91
C18H15F24N9O16S8Zn (ωB97M-V/def2-TZVPD)
Zn 26.981 1.987 -5.036
S 32.720 -0.827 -6.134
S 24.331 0.882 -5.558
S 32.096 -2.287 -8.195
S 29.747 0.194 1.998
S 26.628 3.863 -7.722
S 25.904 -1.278 -4.877
S 27.607 5.051 -5.419
S 30.565 0.721 4.416
F 31.150 -0.562 -9.958
F 32.699 2.312 4.448
F 33.170 -0.110 -9.363
F 25.022 5.575 -5.669
F 28.456 4.387 -9.607
F 32.783 -1.766 -10.752
F 28.917 0.138 -0.510
F 21.844 0.985 -4.851
F 32.951 0.445 3.469
F 28.242 2.233 -9.074
F 22.898 -0.479 -3.650
F 26.193 7.295 -5.195
F 31.528 -3.079 -5.136
F 32.889 0.510 5.571
F 30.348 -1.172 -4.941
F 32.125 -1.622 -3.653
F 26.000 -2.695 -2.734
F 29.320 3.585 -7.720
F 27.785 -1.504 -2.993
F 28.700 2.106 0.487
F 25.774 5.842 -3.700
F 25.954 -0.608 -2.239
F 30.608 1.366 -0.153
F 23.167 1.603 -3.269
O 28.554 -0.533 2.377
O 25.683 2.851 -8.065
O 33.791 -0.396 -5.271
O 32.316 -3.605 -8.700
O 24.407 2.291 -5.643
O 29.986 1.546 5.435
O 30.745 -2.050 -7.782
O 26.256 5.164 -8.160
O 24.640 -1.922 -4.921
O 26.951 -1.933 -5.587
O 30.401 -0.674 4.601
O 28.386 5.867 -6.282
O 31.948 0.244 -6.700
O 30.854 -0.682 1.710
O 23.863 0.167 -6.693
O 28.159 4.648 -4.164
N 26.159 2.703 -3.281
N 25.868 0.336 -5.067
N 28.441 0.774 -6.552
N 27.048 3.658 -6.053
N 33.327 -1.920 -7.129
N 22.324 4.802 -2.701
N 24.703 -2.555 -9.091
N 30.115 1.413 2.940
N 25.690 0.318 0.533
C 20.822 4.096 -4.703
C 25.720 -2.101 1.354
C 25.753 -0.721 0.944
C 28.286 3.498 -8.628
C 31.581 -1.743 -4.894
C 23.836 -2.721 -8.331
C 27.731 -0.850 -8.456
C 25.538 2.910 -2.358
C 26.483 -1.463 -3.084
C 22.803 -2.842 -7.339
C 26.055 6.032 -4.960
C 28.122 0.060 -7.403
C 32.424 1.015 4.470
C 24.672 3.295 -1.278
C 21.664 4.543 -3.606
C 29.433 1.001 0.347
C 22.993 0.678 -4.205
C 32.350 -1.109 -9.662
H 28.438 -0.727 -9.277
H 21.289 3.263 -5.227
H 25.187 3.048 -0.356
H 23.216 -2.508 -6.386
H 19.912 3.671 -4.277
H 21.843 -2.469 -7.656
H 26.718 -0.679 -8.810
H 25.774 -2.164 2.439
H 23.661 2.923 -1.317
H 24.616 4.387 -1.269
H 27.798 -1.868 -8.080
H 22.667 -3.908 -7.105
H 20.617 4.912 -5.385
H 24.828 -2.617 1.008
H 26.583 -2.622 0.942
```



No. 2
The following is a DFT calculation (ωB97M-V/def2-TZVPD) of a molecular structure, C18H15N5O2STi.

Properties
Kohn-Sham gap: 0.2715 Ha
electronic energy: -2366.9940 Ha
relative energy (zero: lowest compared OMol25 entry of this formula, charge and spin): 56.3 kJ/mol
max |F|: 0.6 eV/A

```
42
C18H15N5O2STi (ωB97M-V/def2-TZVPD)
Ti -0.403 -0.389 0.175
S 1.997 -0.836 0.590
O -0.719 -1.894 -0.298
O -1.278 -0.429 1.860
N -1.913 1.229 -0.749
N -0.163 -0.121 -2.143
N 1.860 1.868 0.607
N 0.581 1.549 1.080
N 3.828 0.897 -0.093
C -0.927 1.688 2.947
C -2.682 2.489 -2.622
C -3.334 1.283 4.293
C -0.948 0.643 -4.247
C -2.714 1.960 0.029
C -0.067 -0.210 -4.893
C -1.403 2.620 3.877
C -2.872 0.332 3.407
C 0.316 1.991 2.246
C -0.966 0.660 -2.859
C -1.895 1.491 -2.063
C 0.754 -1.030 -4.137
C 2.543 0.804 0.375
C -2.597 2.439 4.540
C -3.531 2.967 -0.450
C -3.512 3.237 -1.808
C 0.664 -0.958 -2.759
C -1.659 0.502 2.719
H -2.705 1.726 1.083
H -4.275 1.123 4.804
H -2.953 3.182 5.242
H 1.257 -1.580 -2.095
H -3.428 -0.577 3.218
H 1.055 2.620 2.745
H 4.116 1.804 -0.425
H -0.814 3.513 4.056
H 4.167 0.102 -0.608
H -4.157 3.521 0.234
H -1.618 1.264 -4.820
H -2.637 2.693 -3.681
H -0.036 -0.243 -5.974
H -4.129 4.020 -2.228
H 1.444 -1.721 -4.598
```



No. 3
The following is a DFT calculation (ωB97M-V/def2-TZVPD) of a molecular structure, C18H15NO4SZn.

Properties
Kohn-Sham gap: 0.2577 Ha
total charge: +2
electronic energy: -3227.4512 Ha
max |F|: 4.6 eV/A

```
40
C18H15NO4SZn (ωB97M-V/def2-TZVPD)
Zn -0.010 0.171 0.065
S 0.388 1.424 3.017
O 2.105 1.275 -2.148
O 2.366 -2.143 0.781
O -2.147 -1.300 2.069
O -0.445 -2.602 -2.015
N 0.470 1.577 1.414
C -3.915 2.017 -2.666
C 2.425 3.731 5.602
C 1.156 0.988 -1.570
C 3.502 -1.733 4.233
C 1.508 -1.470 0.430
C 1.606 0.132 3.409
C -0.553 -1.590 -1.499
C 2.039 3.663 2.818
C 2.981 4.545 3.379
C 3.187 4.565 4.767
C -1.594 -0.769 1.215
C 1.193 -1.001 4.115
C 2.931 0.309 3.054
C 1.474 2.875 5.049
C 3.890 -0.618 3.480
C 2.153 -1.924 4.539
C -3.674 3.022 -1.817
C 1.345 2.794 3.652
H 2.580 3.738 6.684
H 1.868 3.607 1.744
H 0.251 2.549 1.178
H 1.843 -2.786 5.130
H 3.951 5.221 5.193
H 0.131 -1.102 4.341
H 4.934 -0.441 3.227
H -2.966 3.816 -2.058
H -4.632 1.229 -2.431
H 3.193 1.200 2.478
H 0.850 2.230 5.667
H 3.558 5.195 2.716
H -4.185 3.092 -0.856
H 4.259 -2.445 4.570
H -3.415 1.953 -3.633
```



No. 4
The following is a DFT calculation (ωB97M-V/def2-TZVPD) of 13 unconnected molecules or ions with the total composition C18H16BCl48N2O2.

Properties
Kohn-Sham gap: 0.2034 Ha
total charge: -1
electronic energy: -23069.3400 Ha
max |F|: 2.0 eV/A

```
87
C18H16BCl48N2O2 (ωB97M-V/def2-TZVPD)
Cl -3.421 -7.688 -0.813
Cl 9.101 2.540 -7.111
Cl -9.193 3.953 -0.808
Cl -9.350 3.698 5.019
Cl 6.324 2.893 -6.372
Cl -3.165 1.567 -2.807
Cl -3.491 -2.124 4.212
Cl -2.454 2.861 -9.428
Cl 8.029 5.206 -6.740
Cl -5.894 -1.492 5.697
Cl -8.460 0.143 9.338
Cl -5.766 2.592 -3.627
Cl 3.066 2.292 -1.942
Cl -4.597 1.216 -10.473
Cl -6.306 4.026 -0.771
Cl 6.217 4.817 2.732
Cl -7.793 4.395 1.687
Cl -8.532 2.419 11.127
Cl -7.427 1.993 6.357
Cl -1.591 -5.563 -1.533
Cl -3.764 4.388 -2.545
Cl 7.708 0.693 -1.152
Cl -2.254 -2.229 -2.304
Cl 5.073 2.797 0.086
Cl -5.049 0.208 3.512
Cl -7.733 1.784 0.418
Cl 8.203 4.987 0.630
Cl -8.107 1.505 3.591
Cl 8.892 5.744 3.339
Cl -0.067 -0.335 -2.382
Cl -3.400 3.205 -5.169
Cl -3.716 0.883 -7.734
Cl 10.484 0.360 -1.916
Cl -4.231 -5.659 -2.716
Cl 8.417 3.468 -4.454
Cl 9.810 1.298 0.742
Cl 9.407 3.022 -1.552
Cl -3.919 -4.978 0.082
Cl -5.169 3.265 -8.507
Cl -10.869 0.734 10.832
Cl -1.880 -0.515 -4.628
Cl 5.861 2.457 -2.683
Cl 4.887 0.184 -1.157
Cl -10.051 2.468 8.662
Cl -10.050 0.962 5.667
Cl -0.038 -2.674 -4.115
Cl -3.535 0.169 5.980
Cl 7.101 7.406 1.783
O 5.928 -4.878 -2.080
O 3.835 -4.844 -1.865
N 4.923 -4.453 -2.594
N 2.048 -3.157 -1.937
C 9.349 1.342 -0.971
C -8.734 2.039 5.159
C -4.026 2.934 -3.532
C 1.543 -4.057 2.479
C 1.335 -1.478 1.908
C -3.288 -5.972 -1.246
C 4.724 1.931 -1.424
C -3.984 2.056 -9.035
C 1.874 -2.574 2.914
C -4.490 -0.811 4.849
C 7.967 3.526 -6.169
C -9.478 1.441 9.989
C 1.715 -4.281 0.914
C 3.158 -3.890 0.418
C -1.059 -1.441 -3.352
C -7.749 3.537 0.135
C 7.603 5.738 2.120
C 2.468 -0.713 1.113
B 3.320 -3.565 -1.193
H 1.573 -5.389 0.752
H 0.544 -1.898 1.232
H 3.621 -3.069 1.040
H 1.348 -2.391 3.893
H 2.419 -0.871 0.007
H 3.461 -1.076 1.486
H 0.485 -4.267 2.823
H 3.807 -4.796 0.622
H 2.193 -4.769 3.064
H 2.460 0.398 1.275
H 4.119 -2.661 -1.319
H 1.721 -2.226 -1.708
H 0.808 -0.699 2.530
H 1.308 -3.854 -1.888
H 2.968 -2.450 3.143
H 0.875 -3.754 0.400
```



No. 5
The following is a DFT calculation (ωB97M-V/def2-TZVPD) of 4 unconnected molecules or ions with the total composition C18H16Cl5O6.

Properties
Kohn-Sham gap: 0.2615 Ha
total charge: -1
electronic energy: -3447.7357 Ha
relative energy (zero: lowest compared OMol25 entry of this formula, charge and spin): 107.9 kJ/mol
max |F|: 3.3 eV/A

```
45
C18H16Cl5O6 (ωB97M-V/def2-TZVPD)
Cl 2.463 20.177 -12.111
Cl 1.981 23.417 -11.410
Cl -0.829 17.726 -16.423
Cl -4.081 20.308 -17.316
Cl -3.322 22.014 -12.147
O -2.513 23.171 -12.394
O -3.162 21.511 -10.835
O -4.707 22.310 -12.309
O -3.016 24.280 -16.968
O -4.188 29.576 -16.569
O -2.850 21.068 -13.103
C 1.337 21.253 -13.050
C -4.898 25.659 -13.464
C -3.854 26.010 -15.591
C -2.559 28.728 -18.796
C -2.757 19.533 -16.420
C -3.778 28.390 -16.582
C -1.518 26.869 -19.976
C -1.817 18.825 -17.322
C -5.062 27.101 -13.351
C 0.672 22.479 -12.302
C -4.367 25.112 -14.637
C -1.864 28.213 -19.888
C -2.959 27.836 -17.721
C -1.949 26.045 -18.915
C -4.068 27.392 -15.484
C -3.179 25.500 -16.785
C -4.713 27.941 -14.370
C -2.687 26.427 -17.800
H -4.862 28.998 -14.205
H -4.283 24.045 -14.782
H -2.271 20.235 -15.743
H 1.867 21.564 -13.950
H 0.627 20.582 -13.533
H -3.300 18.816 -15.805
H -1.452 28.780 -20.710
H -2.751 29.787 -18.709
H -5.429 27.426 -12.388
H 0.147 23.109 -13.020
H -5.184 24.995 -12.661
H -0.841 26.436 -20.697
H -1.252 19.503 -17.961
H -2.441 18.170 -17.931
H -0.076 22.187 -11.564
H -1.573 25.046 -19.082
```



No. 6
The following is a DFT calculation (ωB97M-V/def2-TZVPD) of a molecular structure, C18H16ClF6N4OPdSSb.

Properties
⟨S²⟩: 0.783
Kohn-Sham gap (spin up / spin down): 0.2854 / 0.2204 Ha
total charge: +1
electronic energy: -2815.4962 Ha
spin multiplicity: 2
relative energy (zero: lowest compared OMol25 entry of this formula, charge and spin): 1.4 kJ/mol
max |F|: 0.1 eV/A

```
49
C18H16ClF6N4OPdSSb (ωB97M-V/def2-TZVPD)
Sb 0.480 -0.433 2.763
Pd 0.339 0.768 -1.457
Cl -4.570 -3.308 1.714
S 2.167 -0.016 -2.653
F 0.246 -1.060 0.937
F 1.218 -2.122 3.137
F 0.729 0.207 4.493
F 2.170 0.166 2.143
F -0.266 1.216 2.184
F -1.279 -1.042 3.082
O -0.614 -0.987 -1.736
N 4.197 -1.570 -2.103
N -1.233 1.544 -0.463
N 2.690 -1.384 -0.393
N 1.127 2.586 -1.069
C 3.450 -2.246 0.501
C 2.751 4.332 -1.004
C 0.226 3.422 -0.455
C -3.477 -2.582 0.644
C 2.339 3.028 -1.325
C 3.061 -1.067 -1.608
C 1.867 5.186 -0.414
C -2.303 -0.592 -0.060
C -2.849 -3.362 -0.350
C -2.005 3.738 0.394
C -3.215 -1.207 0.758
C -0.432 5.565 0.470
C -1.569 -1.395 -1.028
C -1.058 2.918 -0.156
C 0.556 4.745 -0.124
C -1.683 5.073 0.709
C -1.941 -2.783 -1.175
C -2.098 0.829 0.147
H 4.477 -1.335 -3.039
H 2.154 6.200 -0.163
H -2.731 1.286 0.903
H -3.092 -4.412 -0.431
H -2.442 5.705 1.147
H 3.762 4.632 -1.237
H -3.727 -0.644 1.526
H 4.424 -1.808 0.728
H 4.769 -2.205 -1.574
H -0.183 6.588 0.719
H -1.420 -3.344 -1.938
H 3.012 2.334 -1.808
H -3.008 3.380 0.585
H 3.577 -3.240 0.068
H 1.827 -1.000 -0.024
H 2.895 -2.340 1.429
```



No. 7
The following is a DFT calculation (ωB97M-V/def2-TZVPD) of a molecular structure, C18H16CuIN2O4.

Properties
⟨S²⟩: 0.755
Kohn-Sham gap (spin up / spin down): 0.2573 / 0.2551 Ha
total charge: -1
electronic energy: -3044.2336 Ha
spin multiplicity: 2
max |F|: 1.0 eV/A

```
42
C18H16CuIN2O4 (ωB97M-V/def2-TZVPD)
I -2.759 1.354 -0.591
Cu -0.034 0.966 -0.312
O 1.626 -0.086 3.166
O 3.518 0.241 1.129
O 1.863 0.568 -0.314
O 0.026 0.375 1.670
N 0.211 -3.300 -0.082
N -0.367 -1.078 -0.981
C -1.975 6.098 -0.119
C 1.524 4.895 -0.308
C -0.142 -2.142 -0.596
C 0.464 5.746 -0.210
C 0.631 -6.110 -0.202
C 0.075 2.933 -0.432
C 1.325 3.497 -0.418
C -3.472 4.227 -0.261
C -0.778 -5.529 -0.079
C 1.570 -5.142 -0.922
C -0.741 -4.169 0.604
C -3.250 5.617 -0.131
C -2.398 3.394 -0.362
C 1.583 -3.789 -0.226
C -0.856 5.231 -0.225
C 1.247 0.195 2.039
C 2.330 0.354 0.898
C -1.043 3.823 -0.344
H 2.587 -5.540 -0.955
H 2.189 2.848 -0.482
H 2.535 5.287 -0.291
H 0.601 -7.069 -0.723
H -1.217 -5.412 -1.074
H -0.414 -4.276 1.643
H -1.711 -3.678 0.612
H 1.238 -5.005 -1.956
H 1.025 -6.309 0.802
H -1.791 7.163 -0.026
H 0.607 6.817 -0.116
H -4.096 6.288 -0.046
H 2.158 -3.040 -0.764
H -1.426 -6.201 0.489
H 2.015 -3.880 0.775
H -4.480 3.835 -0.278
```



No. 8
The following is a DFT calculation (ωB97M-V/def2-TZVPD) of 3 unconnected molecules or ions with the total composition C18H16F2O14S.

Properties
Kohn-Sham gap: 0.2867 Ha
SMILES: C[C@@H](F)[C@]1(CC(=O)F)OS(=O)(=O)O[C@@H]1O.O=C1C=C(O)C(=O)C=C1O.O=C1C=C(O)C(=O)C=C1O
electronic energy: -2346.6049 Ha
relative energy (zero: lowest compared OMol25 entry of this formula, charge and spin): 450.9 kJ/mol
max |F|: 5.9 eV/A

```
51
C18H16F2O14S (ωB97M-V/def2-TZVPD)
S -0.065 -0.651 1.084
F -2.015 3.950 2.235
F -0.886 3.587 -1.509
O -3.942 3.664 1.045
O 0.025 -3.547 3.169
O 1.398 -0.970 -5.563
O -0.069 -6.582 6.762
O -1.106 -1.305 1.949
O -0.402 -0.804 -0.578
O 1.188 -1.435 1.334
O 0.735 0.692 -3.504
O -0.007 1.017 1.066
O -1.224 -1.784 4.838
O -0.869 0.788 -2.329
O -1.393 -4.854 8.398
O 3.324 2.489 -8.105
O 2.742 4.134 -6.014
C -1.054 -4.484 7.131
C -2.454 1.737 0.770
C -2.824 3.177 1.356
C 0.008 -5.116 4.918
C 1.312 2.746 -0.758
C -0.228 2.952 -0.365
C 2.703 2.002 -6.994
C -0.982 -2.888 5.293
C 2.409 2.966 -5.896
C 2.372 0.713 -6.895
C -0.980 1.623 0.130
C 1.717 2.463 -4.705
C -0.291 -3.903 4.445
C -1.168 0.401 -0.947
C 1.382 1.174 -4.607
C -1.350 -3.271 6.661
C 1.701 0.204 -5.694
C -0.340 -5.489 6.293
H -2.218 -0.042 -1.066
H -1.713 0.685 -2.827
H -3.301 1.421 0.066
H 0.609 -0.263 -3.676
H -1.867 -2.532 7.260
H -1.069 -5.771 8.496
H 1.493 3.177 -3.924
H 2.007 3.066 0.112
H 1.586 1.695 -1.111
H -0.292 -2.624 3.063
H 1.586 3.459 -1.629
H 2.582 0.002 -7.684
H -2.486 0.988 1.658
H -0.249 3.761 0.463
H 0.510 -5.861 4.316
H 3.456 3.442 -7.932
```



No. 9
The following is a DFT calculation (ωB97M-V/def2-TZVPD) of a single C18H16F3N3O2 molecule.

Properties
Kohn-Sham gap: 0.3054 Ha
SMILES: [H]/N=C1\N[C@@](CF)(c2cc(-c3cncc(F)c3)c(CO)cc2F)[C@H]2C[C@H]2O1
electronic energy: -1309.6996 Ha
max |F|: 5.5 eV/A

```
42
C18H16F3N3O2 (ωB97M-V/def2-TZVPD)
F 2.246 2.552 -0.337
F -0.243 3.605 2.674
F -2.359 -5.067 -1.597
O 1.440 1.210 4.382
O 2.086 -0.637 -3.986
N -3.538 -1.852 -3.039
N 3.606 1.182 3.555
N 1.881 1.236 2.089
C 1.356 1.631 -0.686
C 1.300 1.196 -2.014
C 0.065 0.773 4.216
C -0.033 2.886 1.541
C 0.608 -0.383 -3.862
C -2.428 -3.679 -1.784
C -3.424 -3.201 -2.739
C 2.296 1.256 3.375
C -2.541 -1.073 -2.634
C 0.462 0.140 -2.386
C -0.396 0.776 2.721
C -0.002 -0.532 3.473
C 0.499 1.001 0.274
C -1.334 -2.876 -1.509
C -0.423 -0.470 -1.507
C 0.524 1.450 1.684
C -1.385 -1.528 -1.957
C -0.377 -0.062 -0.184
H -2.608 0.007 -2.916
H -0.603 -3.305 -0.796
H -1.456 1.048 2.478
H -0.864 -1.067 3.801
H 0.907 -1.132 3.395
H 4.093 0.950 2.725
H -4.264 -3.928 -3.139
H 1.968 1.633 -2.720
H -1.071 2.804 1.197
H -0.992 -0.580 0.487
H 2.449 -0.607 -3.145
H -0.574 0.961 5.139
H -0.177 -1.146 -4.026
H 0.302 0.497 -4.523
H 2.351 0.773 1.336
H 0.652 3.558 0.944
```